{"formula": "C4Cl2O5S", "method": "wB97M-V/def2-TZVPD", "elements": ["C", "C", "C", "C", "O", "O", "O", "O", "O", "S", "Cl", "Cl"], "xyz": [[-0.0651, -0.6766, 1.1638], [-0.7104, 1.1717, -0.5599], [1.1444, -0.8024, 0.2463], [0.5514, 1.2987, 0.0125], [1.6876, -1.8828, 0.1511], [0.8749, 2.2399, 0.6466], [-1.2349, -2.3444, -0.6414], [-1.1000, 0.0273, -1.2191], [1.4405, 0.3117, -0.4392], [-1.2530, -1.0649, -0.0468], [-1.8897, 2.1899, 0.0472], [-3.1433, -0.5580, 0.4050]], "forces_ev_per_angstrom": [[-1.3, 0.1, -1.2], [-2.3, -0.4, 0.4], [0.1, -2.8, 0.4], [1.9, 0.7, -0.7], [-0.2, 1.9, -0.1], [0.9, 0.8, 0.8], [-0.3, -0.4, 0.0], [0.1, 0.4, -0.6], [0.8, -0.1, 0.5], [0.4, -0.5, 0.4], [-0.4, 0.8, -0.6], [0.2, -0.7, 0.7]], "homo_lumo_gap_ha": [0.2902, 0.2648], "e_homo_ev": [-10.3, -10.1], "spin_multiplicity": 1, "energy_ha": -1846.95212, "molar_mass_g_mol": 231.012, "fmax_ha_per_bohr": 0.0548}